Here is a 6-piece molecular cluster, C7H20O5 overall at a distorted geometry from OMol25. Energies are from ωB97M-V/def2-TZVPD.

Last column: Mulliken charge in e.
Geometry (Å):
C -2.12540 1.79604 -2.19779  -0.5449
C -1.32321 2.62905 -1.53071  -0.4952
C -0.97028 2.33347 -0.11819  -0.0473
C -0.51174 1.11356 0.16448  0.3276
C 0.02505 0.68778 1.48576  0.6073
C 0.98609 1.40467 2.07841  -1.4216
C -0.65486 -0.41906 2.26844  -1.2427
H -2.32068 1.69320 -3.26559  0.2811
H -2.61850 0.93398 -1.75960  0.3006
H -0.92669 3.50144 -2.03902  0.3284
H -1.25548 3.16015 0.52774  0.4126
H -0.52048 0.33627 -0.58473  -0.2037
H 1.54058 2.15055 1.51557  0.2669
H 1.40960 1.13028 3.02507  0.5538
H -0.87989 -0.33851 3.31879  0.3525
H -1.53448 -0.79518 1.73138  0.4764
H -0.06289 -1.32725 2.33765  0.1869
O 1.83416 -1.03134 3.23175  -0.6442
H 2.00509 -1.84186 2.70373  0.2758
H 2.51514 -0.57902 2.73003  0.3102
O -0.27467 -3.43891 0.83559  -0.6292
H 0.36874 -3.02710 0.23862  0.3212
H -0.99822 -2.86038 1.01445  0.3090
O 1.91922 -1.74213 0.31505  -0.5468
H 2.59693 -2.03222 -0.29751  0.2446
H 1.19057 -1.42077 -0.23325  0.2851
O 1.06513 0.56723 -3.01294  -0.6321
H 0.37042 1.15057 -2.66590  0.3154
H 1.56317 1.14445 -3.59893  0.2655
O -0.85761 -1.87393 -2.48655  -0.6218
H -0.56576 -0.96572 -2.32104  0.3407
H -0.98906 -2.03931 -3.41076  0.2678

The LUMO energy is 0.3 eV. As for the HOMO energy: -9.013 eV. As for the orbital gap: 0.3419 hartree. The SMILES is C=C/C=C/C(=C)C.O.O.O.O.O. As for the relative energy (zero: lowest compared OMol25 entry of this formula, charge and spin): 203.9 kJ/mol. For the total energy, the calculation gives -17817.9230 eV.